Entry 1:
Formula: C3H13N3O
Source: the OMol25 dataset
Level of theory: ωB97M-V/def2-TZVPD

* E_LUMO: 0.56 eV
* HOMO-LUMO gap: 9.50 eV
* structure (SMILES): NCCNCN.O
* total charge: 0

Cartesian coordinates (Å):
N: -0.35 2.47 1.00
C: 0.89 1.79 1.48
C: 1.26 0.59 0.59
N: 0.35 -0.51 0.98
C: 0.30 -1.54 -0.16
N: 0.16 -2.87 0.35
H: -0.30 3.33 0.40
H: -1.01 1.77 0.77
H: 0.56 1.53 2.56
H: 1.70 2.45 1.61
H: 1.07 1.05 -0.42
H: 2.29 0.23 0.60
H: -0.54 0.00 1.19
H: 1.19 -1.50 -0.76
H: -0.48 -1.36 -0.91
H: 0.85 -3.51 0.87
H: -0.68 -2.93 0.96
O: -1.95 -0.04 -3.48
H: -2.76 -0.10 -4.09
H: -2.09 0.61 -2.69

---

Entry 2:
Formula: C3H13N3O
Source: the OMol25 dataset
Level of theory: ωB97M-V/def2-TZVPD

* E_LUMO: 0.90 eV
* HOMO-LUMO gap: 10.16 eV
* structure (SMILES): NCCO.NCN
* total charge: 0

Cartesian coordinates (Å):
N: 0.35 -0.40 -1.31
C: 0.27 -1.87 -1.10
C: 1.45 -2.31 -0.25
O: 1.32 -3.72 -0.10
H: 0.06 0.07 -0.46
H: -0.30 -0.11 -2.03
H: 0.35 -2.32 -2.09
H: -0.64 -2.14 -0.58
H: 1.39 -1.78 0.71
H: 2.39 -2.08 -0.76
H: 2.10 -4.05 0.33
N: -0.33 3.07 0.10
C: -0.49 2.18 1.24
N: -1.76 1.48 1.43
H: -0.54 2.65 -0.80
H: -0.96 3.87 0.17
H: 0.27 1.41 1.11
H: -0.32 2.77 2.14
H: -2.47 2.14 1.70
H: -2.13 1.14 0.54